Here is a structure of composition C19H49Be2N4O11 at a distorted geometry from OMol25. Energies are from the ωB97M-V functional and the def2-TZVPD basis.

```
85
Properties=species:S:1:pos:R:3:mulliken_charge:R:1
Be -24.58547 20.13211 20.70150 0.921
Be -21.47545 22.90109 19.20858 1.093
C -21.66041 20.12073 20.51417 0.936
O -20.74324 20.90399 20.79129 -0.664
O -22.29429 20.43635 19.52519 -0.724
O -22.03770 19.36783 21.39865 -0.653
O -25.71368 24.19965 19.71130 1.292
C -24.48972 23.79339 19.53516 0.251
O -24.09263 22.72507 19.94990 -0.226
O -23.66248 24.46390 18.88019 -0.791
H -25.68350 24.73065 18.91210 -0.862
C -30.43389 23.51736 16.88024 -1.685
C -29.08053 23.88260 17.42188 0.983
C -28.34106 25.11175 16.86267 -0.850
O -26.93963 24.95821 16.89659 -0.240
C -26.29344 26.18159 16.74445 -0.840
N -29.20975 23.89772 18.88289 -0.298
H -31.09029 24.38742 16.86503 0.341
H -30.87367 22.63899 17.35263 0.370
H -30.24508 23.25424 15.83946 0.435
H -28.41228 23.02633 17.33051 -0.101
H -28.76249 26.05934 17.19819 0.430
H -28.60652 25.20217 15.80937 0.416
H -26.66518 27.09334 17.21202 0.360
H -26.18767 26.28046 15.66411 0.392
H -25.27757 26.09488 17.12993 0.193
H -28.31380 23.80196 19.33920 -0.351
H -29.54906 24.82398 19.09972 0.278
C -29.18802 21.08044 20.63434 -1.368
C -27.73090 20.57411 20.28483 -0.248
C -27.27990 21.06590 18.92693 0.607
O -26.05732 20.31448 18.68369 -0.357
C -25.46026 20.73591 17.55216 -0.727
N -26.86410 21.00791 21.38906 -0.215
H -29.34489 22.15530 20.72469 0.212
H -29.51482 20.65284 21.58220 0.484
H -29.83283 20.64879 19.86884 0.432
H -27.65897 19.49139 20.38798 0.501
H -27.04972 22.11797 19.09506 -0.848
H -27.97262 21.05720 18.08541 0.800
H -25.50896 21.79757 17.31008 0.114
H -25.96477 20.29754 16.69112 0.381
H -24.41843 20.48303 17.35527 0.337
H -27.32225 20.45973 22.10299 0.343
H -27.17650 21.95624 21.54130 0.141
C -26.22028 25.79709 23.78411 -1.553
C -27.21219 25.21100 22.75710 0.568
C -27.56023 26.16841 21.53703 -0.136
O -28.05601 27.49557 21.88750 -0.482
C -29.31051 27.57534 22.57438 -0.641
N -26.72550 23.92992 22.36476 -0.433
H -26.20416 25.08891 24.61255 0.463
H -26.44217 26.83713 24.02327 0.403
H -25.20814 25.87824 23.38777 0.239
H -28.14562 24.86378 23.20011 0.320
H -28.37452 25.68667 20.99577 0.126
H -26.78186 26.41977 20.81657 -0.001
H -30.03186 27.05390 21.94521 0.247
H -29.52952 28.62267 22.78235 0.279
H -29.13098 27.03819 23.50569 0.273
H -25.97879 23.70221 23.00560 0.272
H -26.31997 23.99259 21.44188 -0.263
C -20.23362 26.35262 20.55748 -1.359
C -20.66549 25.45506 21.75639 0.279
C -21.26597 26.20656 22.91342 -1.063
O -22.45389 26.85635 22.35697 0.088
C -23.07398 27.84612 23.00610 -1.098
N -21.47616 24.38849 21.27961 -0.156
H -19.32833 25.87258 20.18585 0.380
H -19.96786 27.35083 20.90538 0.295
H -20.99763 26.46650 19.78843 0.264
H -19.74188 25.02768 22.14676 0.554
H -20.59176 26.91234 23.39862 0.459
H -21.54650 25.46313 23.65954 0.392
H -24.02192 28.13638 22.55305 0.291
H -22.50700 28.76958 23.12381 0.303
H -23.30927 27.57989 24.03656 0.426
H -21.70904 23.87850 22.11972 0.222
H -22.39347 24.78600 21.13606 0.028
C -23.57208 27.95617 19.68118 -0.268
O -23.41124 27.32775 18.39046 -0.539
H -24.13524 27.19629 20.22297 0.009
H -22.61906 28.07905 20.19572 0.211
H -24.08255 28.91003 19.54822 0.350
H -23.05507 26.46432 18.61235 0.256
```

Output
Calculated total energy = -49766.585 eV
LUMO energy = -0.2222 hartree
Charge = +1
Relative energy (zero: lowest compared OMol25 entry of this formula, charge and spin) = 424.9 kJ/mol
Highest occupied orbital energy = -10.988 eV

Here is a cluster of 12 separate species, C19H50O18 in total at a distorted geometry from OMol25. Energies are from the ωB97M-V functional and the def2-TZVPD basis.

```
87
Properties=species:S:1:pos:R:3:mulliken_charge:R:1
O -4.60246 -1.08866 -4.64507 -0.513
C -3.46692 -1.26182 -4.47170 0.672
O -2.51094 -1.24789 -5.40212 -0.382
C -1.24300 -1.37118 -4.78201 -0.170
C -1.57641 -1.86435 -3.38204 0.324
O -2.95308 -1.54882 -3.25825 -0.326
H -0.67630 -2.11011 -5.34230 0.330
H -0.74510 -0.40784 -4.76020 0.148
H -1.04027 -1.28516 -2.63758 -0.267
H -1.40493 -2.90798 -3.12328 0.192
O -0.74082 8.17195 -1.28478 -0.491
C -0.38349 7.12166 -0.92311 0.524
O -0.76251 6.54129 0.23935 -0.368
C -0.16917 5.24769 0.33136 -0.048
C 0.96480 5.35951 -0.69105 -0.326
O 0.43370 6.29402 -1.62451 -0.391
H 0.29503 5.05347 1.29402 0.335
H -0.89714 4.49008 0.05301 0.226
H 1.28555 4.41519 -1.12023 0.149
H 1.84486 5.79939 -0.20875 0.423
O 2.29037 -6.22070 3.34717 -0.502
C 2.00395 -5.09455 3.28182 0.672
O 2.83893 -4.12675 2.83382 -0.423
C 2.14591 -2.87576 2.73833 0.966
C 0.78206 -3.16245 3.39633 0.028
O 0.83340 -4.56176 3.69671 -0.394
H 2.68308 -2.09728 3.27410 0.202
H 1.99934 -2.62305 1.68951 -0.755
H -0.01827 -2.99129 2.67298 -0.126
H 0.56007 -2.59536 4.29625 0.351
C -0.50934 0.31794 0.65484 -0.143
C 0.44497 1.49745 0.61672 0.614
O 1.00137 1.69248 1.93152 -0.620
H -0.83173 0.03341 -0.35469 -0.147
H -1.39807 0.55128 1.23877 0.195
H -0.00246 -0.56297 1.05082 0.015
H -0.07282 2.42279 0.36136 -0.765
H 1.23939 1.30495 -0.10209 0.314
H 0.23435 1.96414 2.49067 0.360
C -3.24033 -2.28625 1.13100 -0.432
C -4.65850 -2.30356 0.63397 -0.412
O -5.41200 -1.19462 1.19473 -0.506
H -2.66853 -3.04221 0.59642 0.253
H -3.15226 -2.42412 2.20910 0.366
H -2.80869 -1.30415 0.91672 -0.081
H -5.20197 -3.22711 0.87488 0.344
H -4.66594 -2.24955 -0.46308 0.231
H -6.32737 -1.36143 0.95104 0.289
C -0.58653 2.91594 -2.67314 -0.493
C -1.51638 2.12934 -3.58285 -0.098
O -2.83296 2.68345 -3.54647 -0.565
H -0.62126 3.99384 -2.85365 0.291
H 0.47274 2.65822 -2.73219 0.386
H -0.94040 2.75607 -1.64876 -0.102
H -1.60302 1.10330 -3.21394 -0.210
H -1.11234 2.20640 -4.58887 0.456
H -3.18639 2.51795 -2.66587 0.325
C 4.87767 2.01943 1.59787 -0.867
C 4.42651 1.14905 2.77744 -0.333
O 3.32257 0.30422 2.43092 -0.365
H 5.21428 1.36472 0.79358 0.242
H 5.62667 2.75555 1.88018 0.403
H 4.01901 2.57081 1.19207 0.107
H 4.20907 1.75746 3.66027 0.368
H 5.28814 0.50731 2.98542 0.262
H 2.49657 0.85490 2.36046 0.279
C 0.54189 -3.66932 -0.39475 -0.065
C 1.92357 -4.30394 -0.60926 -0.542
O 1.76387 -5.73350 -0.70604 -0.557
H 0.61392 -2.58305 -0.27638 -0.080
H 0.08752 -3.99444 0.54479 0.075
H -0.08434 -3.94840 -1.23910 0.271
H 2.63430 -4.00885 0.15723 0.259
H 2.31650 -3.94306 -1.57135 0.328
H 1.37854 -5.91901 -1.56625 0.328
O 2.14470 -0.12263 -2.76935 -0.527
H 2.86295 0.05743 -3.38836 0.263
H 2.58701 -0.27259 -1.92174 0.269
O -3.62706 0.66534 2.97396 -0.642
H -3.76575 0.25504 3.83699 0.291
H -4.38909 0.37973 2.44131 0.251
O -1.36345 2.37562 3.12610 -0.547
H -1.98721 1.62007 3.09989 0.273
H -1.62860 2.91145 3.88204 0.250
O 3.36640 -0.89133 -0.07343 -0.520
H 3.30150 -0.42296 0.79990 0.337
H 4.02857 -1.57952 0.06087 0.262
```

Output
Calculated total energy = -57368.508 eV
LUMO energy = -0.0028 hartree
Charge = 0
Relative energy (zero: lowest compared OMol25 entry of this formula, charge and spin) = 0.0 kJ/mol
Highest occupied orbital energy = -10.532 eV

Here is a cluster of 7 separate species, C19H51F3N3O12S in total at a distorted geometry from OMol25. Energies are from the ωB97M-V functional and the def2-TZVPD basis.

```
89
Properties=species:S:1:pos:R:3:mulliken_charge:R:1
C -1.41066 0.50934 -0.38293 0.380
F -2.60221 0.61966 0.17623 -0.249
F -1.09576 -0.78919 -0.49255 -0.077
F -1.47031 0.98870 -1.62346 -0.324
S 0.00103 1.37128 0.56393 0.729
O 0.92039 0.32214 0.96570 -0.698
O 0.50937 2.31543 -0.43203 -0.753
O -0.57516 2.01848 1.71700 -0.351
C 5.12067 -2.78438 0.83122 -0.557
C 4.12321 -1.88707 0.14178 -0.048
O 3.31546 -1.22956 1.09038 -0.459
O 6.24406 -2.03292 1.31335 -0.547
H 5.45586 -3.67185 0.28218 0.351
H 4.64191 -3.27666 1.68896 0.299
H 3.52733 -2.48093 -0.55827 0.134
H 4.67248 -1.16989 -0.48023 0.293
H 2.53628 -0.87720 0.63335 0.306
H 6.50157 -2.43185 2.14605 0.316
C -0.92306 4.88605 -2.62472 -0.471
C -1.75292 5.24668 -1.41623 -0.404
O -2.14594 4.07182 -0.70111 -0.518
O 0.42933 4.53827 -2.34677 -0.478
H -0.84267 5.79176 -3.23454 0.373
H -1.44239 4.11494 -3.19898 0.253
H -2.68728 5.69074 -1.77097 0.413
H -1.26795 6.03709 -0.83383 0.174
H -1.31308 3.59700 -0.56279 0.228
H 0.40809 3.70825 -1.84078 0.366
C -3.10218 0.23896 3.65699 0.042
C -3.03182 1.71633 4.07694 -0.444
O -1.68576 2.11225 4.30712 -0.561
O -3.14209 -0.73329 4.72069 -0.570
H -2.25161 0.00942 3.01844 -0.096
H -3.99130 0.06226 3.04101 0.377
H -3.54087 1.80042 5.03718 0.334
H -3.42942 2.27921 3.22740 0.261
H -1.26157 2.17399 3.42063 0.472
H -3.91155 -1.28041 4.56912 0.312
C -4.60108 -1.12594 -2.11316 -1.706
C -3.31124 -1.37137 -2.89939 1.408
C -3.02817 -2.87670 -2.69228 -0.147
O -2.02423 -3.41336 -3.56608 -0.432
C -0.80067 -2.71028 -3.48434 -0.420
N -3.57106 -1.18923 -4.33135 -0.670
H -5.45275 -1.59253 -2.61359 0.535
H -4.85592 -0.06113 -2.12078 0.386
H -4.55819 -1.43622 -1.06934 0.338
H -2.49595 -0.75830 -2.54253 -0.591
H -3.91086 -3.45540 -2.95879 0.381
H -2.65573 -3.03225 -1.67156 -0.239
H -0.35283 -2.79064 -2.48708 -0.002
H -0.88674 -1.65220 -3.73766 0.310
H -0.09367 -3.16355 -4.17875 0.338
H -3.19941 -1.98350 -4.84312 0.296
H -4.55174 -1.16033 -4.57438 0.285
C 3.36081 4.95231 0.11829 -1.261
C 2.79775 4.64446 1.51207 0.056
C 1.35316 5.12935 1.71356 -0.043
O 0.82096 4.58480 2.89559 -0.335
C -0.42603 5.08868 3.25371 -0.601
N 2.79759 3.15419 1.66240 -0.539
H 2.76791 4.48744 -0.66592 0.229
H 4.40914 4.66068 0.12042 0.404
H 3.32902 6.03354 -0.08882 0.360
H 3.43236 4.96285 2.34199 0.336
H 0.80738 4.78073 0.83054 -0.058
H 1.36753 6.21756 1.83596 0.529
H -0.98241 4.32137 3.79184 0.180
H -1.01244 5.48729 2.41895 0.219
H -0.38582 5.92900 3.96729 0.321
H 2.13293 2.75955 0.99686 0.086
H 3.70438 2.85799 1.31583 0.235
C 2.32589 -5.73147 -1.80564 -1.638
C 1.96695 -5.22003 -0.40282 1.782
C 0.50977 -5.62913 -0.12625 -1.033
O -0.05376 -4.98878 0.98954 -0.442
C -0.51987 -3.65965 0.70411 -0.211
N 2.92779 -5.81402 0.51231 -0.659
H 2.22205 -6.80739 -1.97204 0.384
H 3.35669 -5.46610 -2.04531 0.410
H 1.67979 -5.28689 -2.56992 0.341
H 2.11028 -4.14026 -0.41892 -0.625
H 0.46895 -6.69913 0.10591 0.359
H -0.09203 -5.60333 -1.04614 0.330
H 0.32261 -3.11090 0.28546 0.136
H -0.86612 -3.26466 1.65758 0.181
H -1.41675 -3.77652 0.08644 0.156
H 3.11589 -6.79839 0.34838 0.281
H 2.48839 -5.85746 1.43548 0.249
```

Output
Calculated total energy = -68557.258 eV
LUMO energy = 0.0895 hartree
Charge = -1
Highest occupied orbital energy = -5.996 eV